48
Properties=species:S:1:pos:R:3 method="wB97M-V/def2-TZVPD" homo_ev=-7.514 charge=0 spin_multiplicity=1 lumo_ev=-1.53 fmax_ev_per_a=5.2
C 2.69692 1.21505 2.76200
C 2.48582 1.93645 1.69966
C 1.83658 1.44781 0.43118
C 2.79236 0.57939 -0.44490
P 4.58299 0.53132 0.09178
N 5.40678 -0.33942 -0.93692
C 2.38918 -0.92785 -0.31230
C 1.19182 -1.08666 -1.30441
C -0.20011 -1.37592 -0.71647
C -1.26703 -0.30560 -1.02028
C -2.52021 -0.42571 -0.13732
C -3.20284 0.93417 -0.08148
O -4.30732 1.03261 -0.35042
O -2.46238 2.05899 0.28742
N 1.34647 0.03943 -2.27834
C 2.65682 0.74506 -1.96047
N 2.71610 2.08042 -2.51998
H 3.47758 1.47920 3.46459
H 2.07657 0.36199 3.02176
H 2.79423 2.97693 1.72852
H 1.55495 2.34079 -0.13844
H 0.90335 0.90397 0.60653
H 4.69398 -0.04291 1.37599
H 5.07705 1.85788 0.15090
H 5.82834 -1.11945 -0.44302
H 2.07109 -1.22182 0.68494
H 3.11436 -1.63981 -0.69848
H 1.40549 -1.95974 -1.92276
H -0.09480 -1.47266 0.36560
H -0.58743 -2.33468 -1.05925
H -1.50718 -0.36871 -2.08898
H -0.80437 0.68542 -0.88571
H -3.22711 -1.06737 -0.65169
H -2.26358 -0.79586 0.85375
H -2.31518 2.61141 -0.48918
H 0.66240 0.80210 -2.27426
H 1.38585 -0.38393 -3.20442
H 3.49214 0.20340 -2.42100
H 2.07239 2.17142 -3.29862
H 2.49272 2.79096 -1.83044
C -6.36990 -1.09768 2.21863
F -5.67572 -0.55225 3.24433
F -7.65857 -1.13587 2.60703
F -6.28531 -0.24015 1.18751
S -5.70890 -2.75404 1.73902
O -5.85351 -3.53760 2.94241
O -4.33319 -2.45130 1.36553
O -6.55973 -3.14913 0.64049